A 2-piece molecular cluster, C18H25BN3O3 overall at a distorted geometry. Source: OMol25; level of theory: wB97M-V/def2-TZVPD.

Geometry as XYZ:
```
50
Properties=species:S:1:pos:R:3:lowdin_charge:R:1
C -2.96888 -0.15406 -3.83339 -0.102
C -2.02029 -0.73356 -2.77527 -0.259
N -0.63440 -0.66594 -3.23991 0.005
C 0.37307 -0.56927 -2.20162 -0.333
O 0.00347 -1.14947 -0.96680 -0.029
B 0.92388 -0.54225 0.04235 -0.628
C 0.16941 0.37523 1.19901 -0.140
C -1.19462 0.66508 1.21709 -0.067
C -1.74319 1.49482 2.20187 -0.106
C -0.90627 2.04118 3.17378 -0.128
C 0.45918 1.76506 3.17600 -0.100
C 0.99125 0.93461 2.19145 -0.072
O 1.72753 0.48483 -0.74737 -0.024
C 0.82354 0.82536 -1.73495 -0.295
C 1.36215 1.78681 -2.75835 -0.120
C 2.67358 2.21499 -2.67241 -0.003
C 3.10903 3.12952 -3.62214 -0.078
C 2.21493 3.54757 -4.58974 -0.196
N 0.95833 3.12829 -4.70035 0.049
C 0.54717 2.25323 -3.78232 -0.090
H -2.49192 0.67613 -4.34811 0.052
H -3.20604 -0.89492 -4.59439 0.057
H -3.89804 0.21377 -3.40096 0.060
H -2.30945 -1.77448 -2.63171 0.105
H -2.13566 -0.19634 -1.84442 0.096
H -0.42003 -1.44533 -3.83742 0.106
H 1.23801 -1.14463 -2.55601 0.158
H 1.63568 -1.38629 0.57574 0.100
H -1.82780 0.24198 0.44788 0.089
H -2.79688 1.73149 2.21231 0.082
H -1.32129 2.69212 3.93242 0.081
H 1.12355 2.18181 3.91940 0.089
H 2.04735 0.70831 2.17687 0.110
H -0.10752 1.28040 -1.35067 0.159
H 3.31476 1.84273 -1.89197 0.114
H 4.12041 3.50118 -3.60435 0.089
H 2.54949 4.27568 -5.31875 0.087
H -0.46413 1.88987 -3.84435 0.093
C 0.49512 -2.44818 5.45954 -0.375
O 1.30257 -1.54173 5.52674 0.008
N -0.09592 -2.88945 4.33681 -0.190
C -1.03626 -3.98625 4.35915 -0.075
C 0.21037 -2.25308 3.05289 -0.016
H 0.17547 -3.01183 6.35742 0.123
H -0.67689 -4.80590 3.73188 0.086
H -2.00802 -3.65833 3.98228 0.087
H -1.16035 -4.35229 5.37769 0.074
H 1.27536 -2.34004 2.84661 0.094
H -0.04784 -1.20237 3.09187 0.074
H -0.35298 -2.73606 2.25868 0.098
```

The charge is -1. The LUMO energy is 0.1056 Eh. The calculation puts the total energy at -30363.67439 eV.

C18H25Br45GaO as an isolated structure at a distorted geometry. Source: OMol25; level of theory: wB97M-V/def2-TZVPD.

Geometry as XYZ:
```
90
Properties=species:S:1:pos:R:3:lowdin_charge:R:1
C 3.74392 -4.83229 -2.00063 -0.184
O 3.39534 -3.91376 -0.90551 -0.381
C 3.03203 -2.57328 -1.39008 -0.348
Ga 1.10332 -2.75306 -2.21770 0.233
C 0.24236 -4.50937 -1.47786 -0.359
H 2.87860 -5.05942 -2.75513 0.070
H 4.68058 -4.43106 -2.57639 0.094
H 4.00445 -5.87624 -1.48340 0.011
H 2.96804 -1.87707 -0.42348 0.063
H 3.80060 -2.08320 -2.12471 0.051
H 0.28780 -1.42766 -1.85556 -0.141
H 1.35550 -2.95554 -3.80411 -0.107
H 0.94227 -5.44629 -1.69108 0.004
H 0.00102 -4.38920 -0.32647 -0.052
H -0.77277 -4.67516 -2.05925 -0.022
C -3.45738 -4.48304 -0.00302 -1.594
Br -4.38901 -4.48854 -1.71074 0.543
Br -2.24414 -5.99431 0.16462 0.567
Br -2.55528 -2.79083 0.32395 0.563
H -4.21806 -4.59569 0.77653 -0.134
C -7.00862 -5.42164 2.70906 -1.567
Br -5.60923 -6.57032 1.99734 0.605
Br -6.45493 -3.55780 2.76826 0.564
Br -8.68725 -5.64807 1.75240 0.531
H -7.18503 -5.73577 3.74309 -0.024
C 2.46617 1.57482 -3.61625 -1.590
Br 2.34225 0.14092 -4.92502 0.541
Br 1.39462 1.20638 -2.03510 0.549
Br 4.31316 1.98116 -3.16042 0.497
H 2.04756 2.47191 -4.08425 -0.032
C 5.16617 -5.52518 1.93375 -1.543
Br 5.04225 -6.95908 0.62498 0.610
Br 4.09462 -5.89362 3.51490 0.528
Br 7.01316 -5.11884 2.38957 0.545
H 4.74756 -4.62809 1.46575 -0.021
C 5.75099 -4.36802 6.94197 -1.604
Br 4.78904 -2.91141 7.80059 0.530
Br 7.53377 -3.82744 6.38208 0.542
Br 5.79436 -5.96249 8.05555 0.540
H 5.19560 -4.62686 6.03447 -0.085
C 7.70702 4.57286 -2.00280 -1.597
Br 7.73456 2.81060 -2.82619 0.533
Br 6.09738 5.56265 -2.46473 0.543
Br 7.97016 4.47656 -0.07777 0.551
H 8.55464 5.13109 -2.41383 -0.082
C -11.05938 -1.95806 1.20630 -1.592
Br -9.30117 -1.94910 0.37388 0.546
Br -11.02230 -2.78310 2.96752 0.534
Br -11.84552 -0.17938 1.25656 0.529
H -11.70788 -2.57658 0.57707 -0.022
C -15.25125 2.09460 -0.51774 -1.596
Br -15.22371 0.33233 -1.34113 0.548
Br -16.86089 3.08438 -0.97967 0.531
Br -14.98811 1.99829 1.40729 0.535
H -14.40363 2.65282 -0.92877 -0.019
C 11.83338 5.56104 -4.14220 -1.607
Br 11.86092 3.79878 -4.96559 0.567
Br 10.22375 6.55084 -4.60413 0.570
Br 12.09652 5.46474 -2.21717 0.600
H 12.68100 6.11928 -4.55323 -0.128
C -16.78516 7.61151 -1.85679 -1.619
Br -15.83343 7.79629 -3.54332 0.557
Br -18.49346 6.70942 -2.08463 0.542
Br -15.68930 6.75388 -0.49745 0.523
H -17.00309 8.62359 -1.50011 -0.106
C -16.31773 10.68663 1.28756 -1.581
Br -15.36600 10.87140 -0.39897 0.577
Br -18.02603 9.78454 1.05972 0.575
Br -15.22187 9.82900 2.64690 0.560
H -16.53566 11.69871 1.64424 -0.025
C 0.72848 -3.39039 5.23696 -1.580
Br -0.33555 -3.89995 3.69019 0.567
Br 1.81656 -4.86678 5.88530 0.494
Br 1.79657 -1.80213 4.88934 0.559
H 0.02664 -3.13476 6.03765 -0.026
C 13.50081 8.52331 -7.03785 -1.579
Br 13.52835 6.76104 -7.86124 0.567
Br 11.89117 9.51310 -7.49978 0.560
Br 13.76395 8.42700 -5.11282 0.606
H 14.34843 9.08154 -7.44888 -0.025
C 1.95834 -9.76302 4.20732 -1.599
Br 3.89140 -9.97910 4.17751 0.539
Br 1.36126 -8.80592 5.79208 0.532
Br 1.29659 -8.94110 2.57307 0.557
H 1.52511 -10.76738 4.25820 -0.029
C 14.24478 6.06109 0.88891 -1.619
Br 13.28283 7.51771 1.74753 0.550
Br 16.02756 6.60168 0.32902 0.546
Br 14.28815 4.46663 2.00249 0.558
H 13.68939 5.80226 -0.01859 -0.118
```

The charge is -1. The LUMO energy is 0.0110 Eh. The calculation puts the total energy at -3225399.65965 eV.

C18H25BrN5Pt as an isolated structure. Source: OMol25; level of theory: wB97M-V/def2-TZVPD.

Geometry as XYZ:
```
50
Properties=species:S:1:pos:R:3:lowdin_charge:R:1
Pt 0.25077 -0.10508 0.10679 1.139
N 0.00648 4.45530 3.81525 0.247
C -0.18746 3.21838 2.95220 -0.273
C -0.64614 2.06087 3.83713 -0.085
C -0.99119 0.82775 2.99484 -0.310
N 0.23525 0.18276 2.41752 0.016
C -2.03360 1.17352 1.93100 -0.114
C -1.62390 2.32187 1.02500 -0.299
N -0.56008 1.87168 0.05198 -0.048
C -1.19197 3.54671 1.84686 -0.082
H 0.70588 4.30374 4.54983 0.189
H -0.86787 4.71834 4.28379 0.188
H 0.31074 5.26716 3.26767 0.188
H 0.80083 3.01693 2.53082 0.156
H -1.55208 2.35324 4.37755 0.149
H 0.11103 1.81290 4.58519 0.142
H -1.45670 0.09638 3.65463 0.161
H 0.35357 -0.74209 2.81966 0.114
H 1.08630 0.68783 2.64764 0.092
H -2.96736 1.43404 2.43402 0.149
H -2.23819 0.29035 1.32791 0.088
H -2.48871 2.63949 0.44421 0.161
H 0.22476 2.51990 0.06412 0.110
H -0.93265 1.93046 -0.89468 0.119
H -2.10521 3.94303 2.30297 0.149
H -0.80539 4.33019 1.18873 0.141
Br 7.34365 -0.72127 0.33703 0.889
C 5.51790 -1.04908 0.19596 -0.680
C 5.03487 -2.34670 0.33769 -0.073
C 3.67705 -2.59516 0.25760 0.006
C 2.79969 -1.54075 0.03331 -0.254
C 3.28912 -0.24976 -0.13076 -0.051
C 4.64553 0.00596 -0.05209 -0.095
N 1.38142 -1.73018 -0.04117 -0.089
C 0.79886 -2.85807 -0.20570 -0.004
C -0.65023 -2.86222 -0.34989 -0.238
C -1.39840 -4.01850 -0.39405 0.045
C -2.77711 -3.91642 -0.56059 0.022
C -3.34264 -2.66203 -0.69686 0.013
C -2.52519 -1.53932 -0.63636 -0.093
N -1.20969 -1.63214 -0.45867 -0.032
H 5.72310 -3.16138 0.51510 0.125
H 3.32922 -3.61158 0.38506 0.121
H 2.60998 0.56645 -0.38198 0.089
H 5.03439 1.00351 -0.19886 0.116
H 1.36118 -3.77897 -0.31356 0.153
H -0.91514 -4.98171 -0.29636 0.143
H -3.39196 -4.80602 -0.59268 0.141
H -4.40334 -2.53868 -0.86566 0.135
H -2.93766 -0.54857 -0.77434 0.123
```

As for the energy above the lowest of the compared OMol25 structures with the same formula, charge and spin: 0.0000 eV. The charge is +3. The LUMO energy (alpha / beta) is -0.3755 / -0.3750 Eh. The calculation puts the total energy at -99785.62860 eV.

C18H25ClCrN2O5SSb2 as an isolated structure at a distorted geometry. Source: OMol25; level of theory: wB97M-V/def2-TZVPD.

Geometry as XYZ:
```
55
Properties=species:S:1:pos:R:3:lowdin_charge:R:1
Cr -0.63970 -1.95491 1.09759 0.308
C 2.75782 -2.54805 -1.04756 -0.272
Sb 1.19733 -1.10519 -0.81482 1.430
C 0.39776 -1.02981 -2.87468 -0.202
C 2.21538 0.68281 -0.23529 -0.315
C 2.43895 1.60781 -1.38098 -0.327
C 3.24071 1.22774 -2.46664 -0.070
C 3.56236 2.07270 -3.50468 -0.083
C 2.89175 3.27817 -3.64094 -0.054
C 1.98924 3.61955 -2.61557 -0.029
C 1.75929 2.80462 -1.47372 -0.303
C 0.75543 3.26012 -0.45438 -0.291
Sb -1.03381 2.05468 -0.87037 1.338
C -1.62750 3.22499 -2.61279 -0.310
C -2.30544 3.01376 0.57520 -0.327
H 3.30905 -2.17576 -1.92948 0.017
H 2.36713 -3.56593 -1.21330 0.032
H 3.41109 -2.61477 -0.18424 0.008
H 0.54969 -0.02679 -3.21740 -0.009
H -0.67760 -1.24375 -2.92077 0.011
H 0.93547 -1.76032 -3.45172 0.014
H 3.19006 0.34386 0.26877 0.118
H 1.55292 1.13457 0.49242 -0.037
H 3.73262 0.25452 -2.41166 0.107
H 4.29216 1.79383 -4.26241 0.112
H 2.99895 3.93127 -4.48492 0.105
H 1.37861 4.49328 -2.77404 0.108
H 0.47660 4.27218 -0.55160 0.050
H 1.01823 3.04680 0.57921 0.059
H -1.71008 4.29131 -2.39849 0.011
H -2.61162 2.85509 -2.90945 -0.003
H -0.85370 3.04880 -3.38353 0.001
H -2.30824 4.08072 0.44166 0.001
H -1.94996 2.73397 1.56998 -0.014
H -3.35009 2.70697 0.42621 0.010
O -2.29293 -3.20010 -1.98168 -0.204
Cl -2.22903 -3.14041 -0.59069 0.704
O -3.33953 -3.69386 0.04880 -0.219
O -0.98560 -3.66632 -0.01207 -0.390
O -2.16206 -1.70557 -0.17239 -0.429
C -2.40522 -3.99573 3.47942 0.010
C -2.01532 -2.63480 3.96689 -0.269
C -2.45135 -2.07706 5.13943 0.009
C -2.05311 -0.77465 5.35013 -0.063
N -1.31655 -0.03210 4.48692 0.114
C -1.03603 -0.63270 3.35372 -0.735
S -0.26440 0.07234 1.96603 0.727
N -1.36941 -1.88592 3.05150 -0.025
H -1.75770 -4.27613 2.65164 0.070
H -3.46417 -3.92243 3.13188 0.124
H -2.31509 -4.76519 4.22010 0.088
H -2.99150 -2.60106 5.92552 0.134
H -2.24454 -0.30443 6.34263 0.139
O 2.16750 -2.25816 2.36307 0.225
C 1.17522 -2.31456 1.91351 -0.202
```

The charge is +1. Its expectation value of S² is 3.8259. The LUMO energy (alpha / beta) is -0.1429 / -0.1513 Eh. As for the spin multiplicity: 4. The calculation puts the total energy at -97129.57380 eV.

What is the formula in the third record?
C18H25BrN5Pt